Computed, not measured: a cluster of 8 separate species, C37H72F9O21 in total at a distorted geometry, with the ωB97M-V functional and the def2-TZVPD basis.

As for the spin multiplicity: 1. The relative energy (zero: lowest compared OMol25 entry of this formula, charge and spin) is 3.218 eV. The total charge is -1. As for the molecular weight: 1023.944 g/mol.

Each atom is followed by the atoms it is bonded to, with distances in Å.
Positions of all 139 atoms, in Å:
1 O 8.77646 -14.97111 6.50035  C2 1.334, H5 0.960
2 C 7.45717 -15.15075 6.41944  O1 1.334, O3 1.226, O4 1.248
3 O 6.67207 -14.61089 7.19146  C2 1.226
4 O 7.04381 -16.02912 5.63592  C2 1.248
5 H 8.95579 -15.71652 5.92258  O1 0.960
6 C 6.74883 -18.10329 -0.78243  O7 1.448, H15 1.090, H16 1.090, H17 1.090
7 O 8.06117 -18.36812 -0.23152  C6 1.448, C8 1.430
8 C 8.35358 -19.75534 -0.04464  O7 1.430, C9 1.529, H18 1.090, H19 1.090
9 C 7.87232 -20.18001 1.34275  C8 1.529, O10 1.389, H20 1.090, H21 1.090
10 O 8.54411 -19.61816 2.42144  C9 1.389, C11 1.450
11 C 8.11022 -20.16042 3.69482  O10 1.450, C12 1.575, H22 1.090, H23 1.090
12 C 8.44138 -19.11197 4.82187  C11 1.575, O13 1.400, H24 1.090, H25 1.090
13 O 8.26970 -19.77807 6.04096  C12 1.400, C14 1.369
14 C 8.13308 -19.00729 7.16358  O13 1.369, H26 1.090, H27 1.090, H28 1.090
15 H 5.96801 -18.27683 -0.04195  C6 1.090
16 H 6.45426 -18.67936 -1.65963  C6 1.090
17 H 6.66604 -17.05264 -1.06061  C6 1.090
18 H 9.42512 -19.91088 -0.16998  C8 1.090
19 H 7.86045 -20.32381 -0.83317  C8 1.090
20 H 8.04968 -21.25163 1.43364  C9 1.090
21 H 6.81212 -19.95543 1.45959  C9 1.090
22 H 8.67377 -21.07254 3.89118  C11 1.090
23 H 7.04391 -20.37192 3.61524  C11 1.090
24 H 7.78977 -18.24636 4.70267  C12 1.090
25 H 9.46140 -18.72787 4.81070  C12 1.090
26 H 7.16970 -18.49753 7.15149  C14 1.090
27 H 8.87582 -18.20952 7.16019  C14 1.090
28 H 8.29009 -19.57053 8.08347  C14 1.090
29 C 2.71333 -18.87312 4.29735  O30 1.391, H38 1.090, H39 1.090, H40 1.090
30 O 3.46115 -18.39728 5.36913  C29 1.391, C31 1.392
31 C 4.17473 -19.38961 6.03445  O30 1.392, C32 1.518, H41 1.090, H42 1.090
32 C 4.36574 -19.04389 7.50026  C31 1.518, O33 1.472, H43 1.090, H44 1.090
33 O 5.02024 -17.74241 7.70918  C32 1.472, C34 1.426
34 C 5.32815 -17.43138 9.06651  O33 1.426, C35 1.583, H45 1.090, H46 1.090
35 C 4.08482 -16.86574 9.86662  C34 1.583, O36 1.436, H47 1.090, H48 1.090
36 O 3.58264 -15.69883 9.19641  C35 1.436, C37 1.408
37 C 2.45565 -15.06229 9.75180  O36 1.408, H49 1.090, H50 1.090, H51 1.090
38 H 1.87135 -19.45895 4.66609  C29 1.090
39 H 3.33832 -19.41325 3.58620  C29 1.090
40 H 2.33715 -18.04133 3.70177  C29 1.090
41 H 5.15458 -19.38736 5.55696  C31 1.090
42 H 3.81117 -20.40758 5.89420  C31 1.090
43 H 5.06915 -19.78933 7.87125  C32 1.090
44 H 3.40475 -19.15547 8.00240  C32 1.090
45 H 6.09305 -16.65559 9.03212  C34 1.090
46 H 5.74723 -18.30674 9.56271  C34 1.090
47 H 4.38265 -16.77125 10.91087  C35 1.090
48 H 3.25565 -17.57322 9.86023  C35 1.090
49 H 1.65702 -15.79780 9.84828  C37 1.090
50 H 2.09975 -14.30262 9.05584  C37 1.090
51 H 2.69400 -14.52201 10.66798  C37 1.090
52 C 4.47250 -11.69830 7.60538  O53 1.432, H61 1.090, H62 1.090, H63 1.090
53 O 3.74589 -12.40718 6.59552  C52 1.432, C54 1.448
54 C 3.48985 -11.56803 5.44301  O53 1.448, C55 1.520, H64 1.090, H65 1.090
55 C 2.79911 -12.22312 4.25833  C54 1.520, O56 1.459, H66 1.090, H67 1.090
56 O 3.39062 -13.51430 3.92554  C55 1.459, C57 1.420
57 C 2.82174 -14.19110 2.81458  O56 1.420, C58 1.490, H68 1.090, H69 1.090
58 C 3.73220 -15.24598 2.28716  C57 1.490, O59 1.433, H70 1.090, H71 1.090
59 O 4.35763 -16.05918 3.28712  C58 1.433, C60 1.444
60 C 5.15764 -17.13629 2.75350  O59 1.444, H72 1.090, H73 1.090, H74 1.090
61 H 5.29474 -11.12382 7.17879  C52 1.090
62 H 5.01331 -12.34981 8.29178  C52 1.090
63 H 3.87188 -11.00842 8.19819  C52 1.090
64 H 4.39292 -11.16321 4.98619  C54 1.090
65 H 2.96092 -10.64129 5.66550  C54 1.090
66 H 2.96388 -11.53357 3.43039  C55 1.090
67 H 1.72053 -12.35922 4.33729  C55 1.090
68 H 2.57801 -13.53406 1.97972  C57 1.090
69 H 1.87678 -14.61750 3.15124  C57 1.090
70 H 4.51710 -14.73005 1.73412  C58 1.090
71 H 3.26517 -15.81237 1.48143  C58 1.090
72 H 5.92060 -16.62149 2.16958  C60 1.090
73 H 4.66939 -17.93683 2.19775  C60 1.090
74 H 5.71116 -17.63817 3.54712  C60 1.090
75 C 8.65138 -14.84861 0.72496  O76 1.468, H84 1.090, H85 1.090, H86 1.090
76 O 9.48037 -14.68187 1.92463  C75 1.468, C77 1.453
77 C 9.66572 -15.83862 2.78428  O76 1.453, C78 1.539, H87 1.090, H88 1.090
78 C 10.39492 -16.99144 2.07078  C77 1.539, O79 1.453, H89 1.090, H90 1.090
79 O 11.61624 -16.57493 1.40253  C78 1.453, C80 1.445
80 C 12.01691 -17.48148 0.35170  O79 1.445, C81 1.512, H91 1.090, H92 1.090
81 C 13.43810 -17.21640 -0.09259  C80 1.512, O82 1.419, H93 1.090, H94 1.090
82 O 13.55416 -16.20267 -1.07866  C81 1.419, C83 1.399
83 C 13.12107 -14.93225 -0.68267  O82 1.399, H95 1.090, H96 1.090, H97 1.090
84 H 8.58433 -13.85712 0.27714  C75 1.090
85 H 7.66566 -15.22260 1.00171  C75 1.090
86 H 9.10056 -15.47359 -0.04688  C75 1.090
87 H 8.69526 -16.22174 3.09974  C77 1.090
88 H 10.22178 -15.71327 3.71336  C77 1.090
89 H 9.62113 -17.39013 1.41473  C78 1.090
90 H 10.66673 -17.72531 2.82950  C78 1.090
91 H 11.34745 -17.26475 -0.48074  C80 1.090
92 H 11.98581 -18.50904 0.71397  C80 1.090
93 H 13.86963 -18.12711 -0.50790  C81 1.090
94 H 14.09244 -16.88852 0.71514  C81 1.090
95 H 12.07844 -14.83250 -0.98444  C83 1.090
96 H 13.68448 -14.11080 -1.12527  C83 1.090
97 H 13.12907 -14.84061 0.40344  C83 1.090
98 C 13.70240 -18.30747 3.50842  C99 1.543, H107 1.090, H108 1.090, H109 1.090
99 C 13.03313 -18.33772 4.89825  C98 1.543, O100 1.420, H110 1.090, H111 1.090
100 O 13.20946 -17.12775 5.61943  C99 1.420, C101 1.343
101 C 12.79927 -16.99476 6.89085  O100 1.343, O102 1.245, C103 1.574
102 O 12.49437 -17.92226 7.66328  C101 1.245
103 C 12.73893 -15.50225 7.38788  C101 1.574, F104 1.267, F105 1.364, F106 1.298
104 F 13.13813 -14.67254 6.51765  C103 1.267
105 F 11.43283 -15.19539 7.63236  C103 1.364
106 F 13.39554 -15.44236 8.50588  C103 1.298
107 H 13.17550 -17.63240 2.83407  C98 1.090
108 H 13.62063 -19.29913 3.06342  C98 1.090
109 H 14.76975 -18.09153 3.46099  C98 1.090
110 H 13.48649 -19.10570 5.52496  C99 1.090
111 H 12.00129 -18.68070 4.97424  C99 1.090
112 C 8.50527 -12.18252 3.88174  C113 1.526, H121 1.090, H122 1.090, H123 1.090
113 C 7.23787 -13.02359 3.76247  C112 1.526, O114 1.456, H124 1.090, H125 1.090
114 O 6.65812 -13.00403 2.42658  C113 1.456, C115 1.352
115 C 5.95230 -11.94534 1.97034  O114 1.352, O116 1.238, C117 1.548
116 O 5.75731 -10.97033 2.70863  C115 1.238
117 C 5.44553 -12.04274 0.51039  C115 1.548, F118 1.366, F119 1.327, F120 1.343
118 F 4.08306 -11.95150 0.47586  C117 1.366
119 F 6.02535 -11.04348 -0.14196  C117 1.327
120 F 5.85046 -13.18938 -0.05978  C117 1.343
121 H 9.18618 -12.49939 3.09177  C112 1.090
122 H 8.97904 -12.34770 4.84939  C112 1.090
123 H 8.33203 -11.12314 3.69254  C112 1.090
124 H 6.56451 -12.70721 4.55909  C113 1.090
125 H 7.47353 -14.07852 3.90283  C113 1.090
126 C 9.80243 -12.35097 8.55624  C127 1.515, H135 1.090, H136 1.090, H137 1.090
127 C 8.38868 -11.88963 8.84397  C126 1.515, O128 1.464, H138 1.090, H139 1.090
128 O 7.91861 -10.63763 8.24851  C127 1.464, C129 1.399
129 C 8.18558 -9.45366 8.94414  O128 1.399, O130 1.258, C131 1.536
130 O 9.17049 -9.33671 9.71863  C129 1.258
131 C 7.31267 -8.25833 8.53349  C129 1.536, F132 1.366, F133 1.341, F134 1.377
132 F 7.12960 -7.41268 9.58988  C131 1.366
133 F 7.86543 -7.53921 7.54533  C131 1.341
134 F 6.06416 -8.70724 8.16457  C131 1.377
135 H 10.47196 -11.49129 8.58426  C126 1.090
136 H 9.83514 -12.71697 7.53004  C126 1.090
137 H 10.09684 -13.06103 9.32905  C126 1.090
138 H 8.19068 -11.77603 9.90980  C127 1.090
139 H 7.70182 -12.69150 8.57319  C127 1.090

Computed, not measured: a cluster of 3 separate species, C37H72N3O11PS in total at a distorted geometry, with the ωB97M-V functional and the def2-TZVPD basis.

As for the spin multiplicity: 3. The total charge is 0. As for the molecular weight: 798.034 g/mol. For the total energy, the calculation gives -86645.6635 eV.

Each atom is followed by the atoms it is bonded to, with distances in Å.
Positions of all 125 atoms, in Å:
1 C 1.73218 -5.80324 2.47478  C2 1.636, H32 1.154, H33 1.145, H34 1.159
2 C 0.33586 -5.04108 2.09243  C1 1.636, O3 1.439, H35 1.149, H36 1.160
3 O 0.51736 -3.85246 1.30100  C2 1.439, C4 1.447
4 C 0.71690 -4.08786 -0.11242  O3 1.447, C5 1.597, C6 1.641, C23 1.637
5 C 0.78953 -5.56811 -0.70707  C4 1.597, H37 1.152, H38 1.138, H39 1.158
6 C -0.58442 -3.33333 -0.76807  C4 1.641, C7 1.636, C15 1.597, O20 1.485
7 C -0.44280 -3.30440 -2.39728  C6 1.636, C8 1.608, H40 1.160, H41 1.142
8 C -1.46287 -4.28229 -3.16416  C7 1.608, C9 1.635, H42 1.143, H43 1.142
9 C -0.86343 -4.57857 -4.65643  C8 1.635, C10 1.601, H44 1.151, H45 1.145
10 C -0.19710 -3.28828 -5.33097  C9 1.601, O11 1.456, H46 1.160, H47 1.160
11 O 0.05890 -3.41517 -6.75884  C10 1.456, C12 1.447
12 C 1.42189 -2.95844 -6.92465  O11 1.447, C13 1.604, O14 1.265
13 C 1.88886 -1.44193 -6.68721  C12 1.604, H48 1.155, H49 1.148, H50 1.153
14 O 2.32744 -3.78592 -7.23244  C12 1.265
15 C -2.02013 -3.63206 -0.13587  C6 1.597, C16 1.617, H51 1.159, H52 1.159
16 C -2.99063 -2.34313 -0.02595  C15 1.617, O17 1.471, C18 1.607, H53 1.160
17 O -2.63904 -1.46295 1.09927  C16 1.471, H54 0.992
18 C -3.22716 -1.55924 -1.40822  C16 1.607, N19 1.496, H55 1.140, H56 1.160
19 N -4.26173 -2.29615 -2.19908  C18 1.496, H57 1.039, H58 1.041
20 O -0.18779 -1.93307 -0.47436  C6 1.485, C21 1.447
21 C 1.19962 -1.76684 -0.85036  O20 1.447, O22 1.262, C23 1.634
22 O 1.64673 -0.76498 -1.47444  C21 1.262
23 C 2.00244 -3.11169 -0.38581  C4 1.637, C21 1.634, C24 1.642, P28 1.883
24 C 2.81947 -2.59812 0.94247  C23 1.642, S25 1.850, H59 1.153, H60 1.160
25 S 2.11788 -1.05868 1.69062  C24 1.850, C26 1.855
26 C 3.40682 0.27424 1.63177  S25 1.855, C27 1.609, H61 1.156, H62 1.157
27 C 4.22199 0.38341 0.24922  C26 1.609, H63 1.159, H64 1.142, H65 1.159
28 P 3.41763 -3.74819 -1.45168  C23 1.883, O29 1.551, O30 1.699, O31 1.724
29 O 4.38871 -2.64336 -1.94375  P28 1.551
30 O 2.95839 -4.63259 -2.82782  P28 1.699, H66 0.995
31 O 4.35841 -4.79684 -0.45880  P28 1.724, H67 0.992
32 H 2.08515 -5.44034 3.51225  C1 1.154
33 H 2.54259 -5.66033 1.67875  C1 1.145
34 H 1.49348 -6.93520 2.54043  C1 1.159
35 H -0.46976 -5.76725 1.71317  C2 1.149
36 H -0.06397 -4.67763 3.11904  C2 1.160
37 H 1.67564 -6.16895 -0.28257  C5 1.152
38 H 0.82949 -5.64308 -1.84191  C5 1.138
39 H -0.15666 -6.15183 -0.38211  C5 1.158
40 H 0.61602 -3.63619 -2.73557  C7 1.160
41 H -0.58961 -2.25782 -2.83111  C7 1.142
42 H -2.43657 -3.71159 -3.34201  C8 1.143
43 H -1.72295 -5.24369 -2.60553  C8 1.142
44 H -1.76524 -4.86784 -5.31062  C9 1.151
45 H -0.16588 -5.48437 -4.60032  C9 1.145
46 H 0.83148 -3.13641 -4.81739  C10 1.160
47 H -0.78827 -2.32015 -5.08943  C10 1.160
48 H 2.81934 -1.48825 -6.00482  C13 1.155
49 H 1.11752 -0.81220 -6.11681  C13 1.148
50 H 2.24922 -0.93504 -7.65815  C13 1.153
51 H -2.63149 -4.42520 -0.71998  C15 1.159
52 H -1.97736 -4.05820 0.94065  C15 1.159
53 H -4.02596 -2.77447 0.27157  C16 1.160
54 H -2.32687 -0.64336 0.63668  O17 0.992
55 H -2.28076 -1.29706 -1.98633  C18 1.140
56 H -3.71534 -0.54610 -1.12240  C18 1.160
57 H -5.22315 -2.05045 -1.89004  N19 1.039
58 H -4.20888 -3.31748 -2.00431  N19 1.041
59 H 3.00279 -3.45323 1.69410  C24 1.153
60 H 3.87752 -2.31976 0.55663  C24 1.160
61 H 2.93438 1.31124 1.82355  C26 1.156
62 H 4.19303 0.12719 2.46713  C26 1.157
63 H 5.37165 0.40613 0.39299  C27 1.159
64 H 4.01649 -0.45200 -0.50212  C27 1.142
65 H 3.97668 1.38715 -0.27477  C27 1.159
66 H 2.87676 -3.96058 -3.55713  O30 0.995
67 H 5.31815 -4.57705 -0.58140  O31 0.992
68 C -1.28150 5.35048 -2.07937  C69 1.553, H79 1.094, H80 1.091, H81 1.094
69 C -1.79684 3.96501 -1.60440  C68 1.553, C70 1.547, N74 1.498, C78 1.549
70 C -0.81325 2.86238 -2.06131  C69 1.547, C71 1.526, H82 1.097, H83 1.095
71 C -0.88506 2.56953 -3.55773  C70 1.526, C72 1.526, H84 1.094, H85 1.095
72 C -2.31901 2.27452 -3.98861  C71 1.526, C73 1.543, H86 1.095, H87 1.098
73 C -3.31761 3.36952 -3.55853  C72 1.543, N74 1.494, C76 1.546, C77 1.551
74 N -3.18583 3.73484 -2.11547  C69 1.498, C73 1.494, O75 1.364
75 O -3.73128 2.72114 -1.38382  N74 1.364
76 C -3.12186 4.62554 -4.43860  C73 1.546, H88 1.094, H89 1.096, H90 1.089
77 C -4.75208 2.89987 -3.91662  C73 1.551, H91 1.094, H92 1.094, H93 1.093
78 C -1.75065 4.06257 -0.05902  C69 1.549, H94 1.094, H95 1.094, H96 1.093
79 H -0.64172 5.82446 -1.32904  C68 1.094
80 H -0.67573 5.29306 -2.98540  C68 1.091
81 H -2.10559 6.04805 -2.25499  C68 1.094
82 H -1.01653 1.93149 -1.51755  C70 1.097
83 H 0.21276 3.14500 -1.80189  C70 1.095
84 H -0.48307 3.40756 -4.13438  C71 1.094
85 H -0.24959 1.70949 -3.79266  C71 1.095
86 H -2.34709 2.14527 -5.07594  C72 1.095
87 H -2.61617 1.30729 -3.56251  C72 1.098
88 H -3.76170 5.44697 -4.10270  C76 1.094
89 H -3.38783 4.41539 -5.48037  C76 1.096
90 H -2.09462 4.98448 -4.47112  C76 1.089
91 H -5.01034 1.94199 -3.45588  C77 1.094
92 H -4.85577 2.75896 -4.99664  C77 1.094
93 H -5.49639 3.63913 -3.60873  C77 1.093
94 H -2.42281 4.84563 0.30547  C78 1.094
95 H -0.74054 4.30774 0.28322  C78 1.094
96 H -2.01735 3.12430 0.43508  C78 1.093
97 C 0.54992 2.83395 7.95812  C98 1.553, H108 1.094, H109 1.091, H110 1.094
98 C 1.68672 3.20568 6.96809  C97 1.553, C99 1.546, N103 1.498, C107 1.550
99 C 1.74628 4.74180 6.80169  C98 1.546, C100 1.527, H111 1.097, H112 1.096
100 C 0.59865 5.30514 5.96664  C99 1.527, C101 1.526, H113 1.094, H114 1.095
101 C 0.49491 4.58581 4.62504  C100 1.526, C102 1.543, H115 1.095, H116 1.098
102 C 0.41756 3.05145 4.76587  C101 1.543, N103 1.494, C105 1.546, C106 1.550
103 N 1.47748 2.50065 5.66351  C98 1.498, C102 1.494, O104 1.364
104 O 2.65674 2.54114 4.97943  N103 1.364
105 C -0.97899 2.64858 5.29281  C102 1.546, H117 1.094, H118 1.096, H119 1.089
106 C 0.46251 2.42121 3.34998  C102 1.550, H120 1.094, H121 1.094, H122 1.094
107 C 2.97460 2.73290 7.68880  C98 1.550, H123 1.094, H124 1.094, H125 1.093
108 H 0.91195 2.77765 8.98902  C97 1.094
109 H -0.25999 3.56542 7.97256  C97 1.091
110 H 0.12692 1.85036 7.73441  C97 1.094
111 H 2.69226 5.02968 6.32675  C99 1.097
112 H 1.74308 5.22521 7.78481  C99 1.096
113 H -0.34746 5.22796 6.50992  C100 1.094
114 H 0.76149 6.37406 5.79521  C100 1.095
115 H -0.38184 4.95920 4.08503  C101 1.095
116 H 1.36472 4.86336 4.01564  C101 1.098
117 H -1.03541 1.57204 5.47931  C105 1.094
118 H -1.75571 2.88938 4.55869  C105 1.096
119 H -1.27282 3.16854 6.20306  C105 1.089
120 H 1.35458 2.71011 2.78664  C106 1.094
121 H -0.39470 2.74321 2.75086  C106 1.094
122 H 0.43088 1.32943 3.40307  C106 1.094
123 H 2.96282 1.64921 7.84046  C107 1.094
124 H 3.06237 3.20454 8.67224  C107 1.094
125 H 3.88707 2.99335 7.14594  C107 1.093